{
  "formula": "C18H10Co2N2O6",
  "method": "wB97M-V/def2-TZVPD",
  "symbols": ["O", "C", "Co", "C", "O", "C", "O", "C", "C", "C", "C", "C", "C", "C", "C", "C", "Co", "C", "O", "C", "O", "C", "O", "H", "H", "H", "H", "H", "H", "H", "N", "C", "C", "N", "C", "H", "H", "H"],
  "xyz": [[0.676, 3.682, -0.396], [1.070, 2.633, -0.678], [1.655, 0.997, -1.044], [0.735, 0.534, -2.494], [0.147, 0.341, -3.473], [3.232, 1.442, -1.800], [4.178, 1.869, -2.306], [1.958, -0.293, 0.189], [0.642, 0.090, 0.152], [-0.627, -0.003, 0.590], [-1.686, -0.475, -0.272], [-3.009, 0.005, -0.090], [-4.035, -0.423, -0.922], [-3.782, -1.363, -1.933], [-2.483, -1.845, -2.129], [-1.442, -1.393, -1.321], [2.781, -1.586, -1.136], [4.460, -1.275, -1.530], [5.579, -1.114, -1.782], [2.031, -2.299, -2.556], [1.559, -2.841, -3.465], [2.837, -2.939, -0.054], [2.820, -3.821, 0.697], [2.585, -0.254, 1.094], [-0.911, 0.407, 1.590], [-3.183, 0.731, 0.709], [-5.042, -0.031, -0.778], [-4.593, -1.723, -2.568], [-2.269, -2.571, -2.915], [-0.423, -1.773, -1.454], [-1.324, 2.920, 4.398], [-0.371, 2.126, 4.983], [-0.001, 1.125, 4.049], [-0.746, 1.310, 2.920], [-1.530, 2.411, 3.148], [0.007, 2.253, 5.989], [0.726, 0.339, 4.177], [-2.220, 2.805, 2.410]],
  "atomic_forces_ev_per_a": [[1.0, -2.8, -0.8], [-1.0, 3.5, 0.9], [0.0, 0.8, -2.8], [-1.7, -0.3, -3.4], [1.3, 0.3, 2.3], [2.4, 1.5, -0.5], [-2.2, -1.2, 1.0], [1.4, -2.3, 2.5], [0.7, -1.4, 1.1], [-0.8, -0.8, -2.9], [-0.3, -0.5, -0.2], [0.2, -0.1, 0.4], [0.1, 0.0, -0.1], [0.3, 0.2, 0.3], [0.3, 0.0, 0.2], [-0.1, -0.1, 0.0], [-1.8, 2.5, 0.4], [4.0, 0.5, -0.1], [-2.3, -0.4, 0.3], [-2.0, -1.7, -2.3], [1.0, 1.1, 1.6], [-0.2, -2.1, 1.9], [0.1, 1.9, -1.7], [-0.7, -0.2, -0.1], [0.4, 1.6, 2.0], [-0.1, -0.3, -0.2], [0.3, -0.1, 0.0], [0.2, 0.1, 0.2], [-0.1, 0.2, 0.2], [-0.4, 0.1, 0.0], [-0.3, -0.1, -1.0], [-0.1, -1.0, -2.1], [-0.8, 1.3, 1.1], [-0.5, 0.1, -0.5], [1.5, -0.6, 2.3], [-0.2, 0.2, -0.1], [0.0, -0.1, -0.2], [0.1, 0.0, 0.2]],
  "mulliken_charge": [-0.284, 0.094, 0.113, 0.174, -0.323, 0.260, -0.303, 0.103, -0.273, 0.211, 0.150, -0.233, -0.644, -0.324, -0.749, 0.062, 0.271, 0.186, -0.324, 0.193, -0.325, 0.111, -0.322, 0.712, 0.595, 0.449, 0.403, 0.390, 0.426, 0.168, -0.717, -0.471, -0.319, -0.279, -0.227, 0.360, 0.364, 0.323],
  "spin_multiplicity": 1,
  "orbital_gap_ev": 3.59,
  "relative_energy_kj_mol": 279.7,
  "charge": 0,
  "e_tot_ha": -4018.16143,
  "fmax_ev_per_a": 4.079
}

---

{
  "formula": "C4H7Cl2N",
  "method": "wB97M-V/def2-TZVPD",
  "symbols": ["C", "C", "Cl", "C", "Cl", "N", "C", "H", "H", "H", "H", "H", "H", "H"],
  "xyz": [[0.251, 1.963, -1.814], [-0.248, 0.760, -1.432], [-1.291, -0.214, -2.349], [0.365, 0.206, 0.084], [1.993, -0.447, -0.250], [-0.635, -0.665, 0.649], [-0.296, -1.349, 1.864], [0.079, 2.244, -2.814], [1.082, 2.350, -1.170], [0.395, 1.101, 0.646], [-0.944, -1.291, -0.007], [-1.148, -1.773, 2.296], [0.302, -2.139, 1.674], [0.097, -0.746, 2.624]],
  "atomic_forces_ev_per_a": [[0.4, -2.8, 1.6], [2.6, 1.4, 2.9], [-0.2, -0.2, 0.0], [-3.6, -0.3, -3.4], [0.3, -0.2, 0.3], [1.6, 2.7, 1.1], [-1.4, 1.2, -0.3], [-0.2, 1.0, -0.9], [-1.1, 0.1, -0.9], [0.7, 0.7, 0.7], [-0.9, -1.8, -2.0], [-1.8, -0.5, 0.5], [2.6, -2.6, -0.4], [0.9, 1.2, 0.8]],
  "mulliken_charge": [-0.777, 0.429, -0.191, -0.233, -0.182, -0.287, -1.169, 0.326, 0.251, 0.387, 0.246, 0.383, 0.448, 0.369],
  "spin_multiplicity": 1,
  "orbital_gap_ev": 10.39,
  "relative_energy_kj_mol": 134.8,
  "charge": 0,
  "e_tot_ha": -1131.68707,
  "fmax_ev_per_a": 4.929
}

---

{
  "formula": "C5H10N2O",
  "method": "wB97M-V/def2-TZVPD",
  "symbols": ["C", "C", "O", "C", "C", "C", "N", "N", "H", "H", "H", "H", "H", "H", "H", "H", "H", "H"],
  "xyz": [[2.804, -0.044, -0.296], [1.343, -0.278, -0.025], [1.052, -1.636, -0.112], [0.652, 0.538, 0.848], [-0.758, 0.519, 1.047], [-1.643, 0.091, 0.084], [-1.188, -0.413, -1.110], [-3.015, 0.112, 0.294], [3.419, -0.701, 0.320], [3.090, 0.984, -0.079], [3.027, -0.271, -1.342], [0.095, -1.733, -0.235], [1.172, 1.404, 1.243], [-1.158, 1.055, 1.897], [-1.869, -0.375, -1.859], [-0.099, -0.116, -1.231], [-3.325, 0.661, 1.079], [-3.598, 0.204, -0.523]],
  "atomic_forces_ev_per_a": [[-0.2, -0.1, -0.2], [1.0, -0.1, 2.6], [-0.4, 0.3, -0.9], [0.2, 0.1, -1.6], [-0.7, -0.3, 0.0], [0.6, 0.3, 0.8], [1.9, 0.3, 0.2], [0.0, -0.1, -0.2], [0.0, -0.1, 0.0], [-0.1, 0.0, -0.1], [0.1, 0.1, 0.0], [0.1, -0.2, 0.0], [0.1, 0.1, -0.2], [-0.1, -0.1, 0.1], [0.5, 0.1, -0.2], [-3.0, -0.3, -0.3], [0.1, 0.0, -0.1], [0.0, 0.1, 0.0]],
  "mulliken_charge": [-1.391, 0.157, -0.518, 0.082, -0.862, 0.793, -0.565, -0.512, 0.295, 0.342, 0.305, 0.422, 0.284, 0.212, 0.224, 0.305, 0.223, 0.205],
  "spin_multiplicity": 1,
  "orbital_gap_ev": 7.78,
  "relative_energy_kj_mol": 174.2,
  "charge": 0,
  "e_tot_ha": -381.21909,
  "fmax_ev_per_a": 3.037
}

---

{
  "formula": "C5H18N2O4",
  "method": "wB97M-V/def2-TZVPD",
  "symbols": ["C", "C", "N", "C", "C", "C", "N", "O", "H", "H", "H", "H", "H", "H", "H", "H", "H", "H", "H", "H", "O", "H", "H", "O", "H", "H", "O", "H", "H"],
  "xyz": [[2.092, -1.753, -1.497], [0.611, -1.686, -1.379], [0.042, -0.594, -0.591], [-1.126, -0.966, 0.265], [-0.657, -0.904, 1.697], [-2.251, 0.021, -0.101], [-2.660, 0.228, -1.410], [-2.881, 0.610, 0.763], [2.425, -0.883, -2.007], [2.417, -2.660, -1.999], [2.547, -1.823, -0.492], [0.248, -1.443, -2.385], [0.213, -2.678, -1.159], [0.742, -0.037, -0.108], [-1.464, -1.957, -0.008], [0.413, -1.363, 1.672], [-1.273, -1.501, 2.383], [-0.599, -0.062, 2.392], [-3.292, 1.000, -1.405], [-1.956, -0.048, -2.069], [-0.802, 2.920, 0.842], [-1.294, 2.367, 0.228], [-1.280, 2.963, 1.676], [1.192, 1.463, 2.329], [0.459, 1.733, 1.760], [1.086, 1.732, 3.243], [2.610, 1.429, -0.889], [2.708, 2.307, -0.494], [1.727, 1.586, -1.257]],
  "atomic_forces_ev_per_a": [[0.6, -0.5, 1.5], [-1.1, 0.3, -1.6], [-0.4, -0.4, 0.1], [1.2, 2.4, -1.0], [1.2, -2.2, 2.0], [-1.4, 0.0, 0.4], [1.6, -1.6, 1.9], [0.3, 0.1, 0.5], [0.8, 0.7, -0.3], [-0.1, 0.0, -0.4], [0.0, 0.3, -0.4], [0.0, -0.7, -0.3], [-0.2, 0.1, 0.6], [-0.1, -0.5, 0.3], [0.0, -0.3, 0.0], [-1.9, 0.7, 0.4], [0.0, -0.7, -0.5], [0.0, 0.9, -1.5], [-0.2, 0.4, -1.0], [-0.3, 0.6, -0.8], [0.6, 0.1, -0.1], [-0.4, 0.0, 0.4], [-0.4, -0.2, -0.3], [0.9, -0.4, -0.2], [-0.1, 0.5, 0.5], [-0.4, 0.3, -0.2], [-0.8, 0.9, -0.1], [0.6, -0.2, 0.3], [0.0, -0.6, -0.3]],
  "mulliken_charge": [-1.212, -0.412, -0.113, 0.717, -1.401, -0.161, -0.415, -0.627, 0.311, 0.396, 0.290, 0.179, 0.314, 0.197, 0.459, 0.291, 0.371, 0.340, 0.288, 0.239, -0.719, 0.329, 0.344, -0.615, 0.349, 0.282, -0.616, 0.287, 0.308],
  "spin_multiplicity": 1,
  "orbital_gap_ev": 9.37,
  "relative_energy_kj_mol": 176.5,
  "charge": 0,
  "e_tot_ha": -611.75191,
  "fmax_ev_per_a": 3.183
}

---

{
  "formula": "CFNOS",
  "method": "wB97M-V/def2-TZVPD",
  "symbols": ["C", "N", "O", "F", "S"],
  "xyz": [[-1.028, 0.110, 0.191], [-2.102, -0.249, 0.010], [1.445, 1.210, -0.434], [0.847, -1.323, -0.252], [0.839, 0.252, 0.485]],
  "atomic_forces_ev_per_a": [[1.8, 0.4, 0.1], [-0.4, 0.1, 0.1], [-1.2, -1.5, 1.3], [0.5, 2.2, 1.0], [-0.7, -1.2, -2.5]],
  "mulliken_charge": [0.280, -0.291, -0.385, -0.275, 0.672],
  "spin_multiplicity": 1,
  "orbital_gap_ev": 11.16,
  "relative_energy_kj_mol": 83.4,
  "charge": 0,
  "e_tot_ha": -666.07814,
  "fmax_ev_per_a": 2.836
}

---

{
  "formula": "C13H36ClHfIO3P3",
  "method": "wB97M-V/def2-TZVPD",
  "symbols": ["C", "I", "H", "H", "H", "Hf", "P", "C", "C", "H", "H", "H", "H", "H", "H", "C", "H", "H", "H", "P", "C", "C", "H", "H", "H", "C", "H", "H", "H", "H", "H", "H", "Cl", "C", "C", "O", "P", "O", "C", "C", "O", "C", "C", "H", "H", "H", "H", "H", "H", "H", "H", "H", "H", "H", "H", "H", "H", "H"],
  "xyz": [[1.211, 0.895, -0.349], [-1.422, 0.774, 0.486], [2.072, 1.486, -0.695], [1.577, -0.149, -0.299], [1.149, 1.228, 0.693], [0.098, 1.304, -2.513], [-0.343, -1.285, -2.910], [-0.577, -2.723, -1.800], [-1.824, -1.504, -3.970], [-1.761, -2.414, -4.584], [0.570, -2.785, -4.559], [-1.916, -0.629, -4.624], [1.342, -1.165, -4.670], [-1.483, -2.610, -1.195], [-2.718, -1.560, -3.335], [0.985, -1.943, -3.987], [-0.678, -3.629, -2.420], [1.836, -2.293, -3.387], [0.264, -2.851, -1.109], [0.069, 3.709, -1.423], [0.078, 4.433, 0.264], [1.536, 4.536, -2.133], [-1.427, 4.379, -3.182], [-1.186, 5.736, -2.022], [-2.240, 4.350, -1.594], [-1.329, 4.650, -2.126], [1.635, 4.311, -3.202], [1.404, 5.613, -1.975], [0.174, 5.529, 0.188], [0.920, 4.049, 0.855], [2.448, 4.195, -1.626], [-0.852, 4.207, 0.803], [0.839, 1.903, -4.612], [0.387, 1.233, 4.062], [0.976, 0.073, 3.321], [-0.172, -0.797, 2.908], [-0.282, -1.405, 1.443], [-1.397, -2.527, 1.478], [-2.458, -2.601, 2.566], [-3.314, -1.380, 2.655], [1.099, -2.195, 1.180], [1.504, -3.250, 2.180], [2.887, -3.664, 1.775], [-0.153, 1.918, 3.400], [1.211, 1.787, 4.515], [-0.310, 0.929, 4.850], [1.562, 0.449, 2.469], [1.610, -0.553, 3.957], [-3.048, -3.471, 2.287], [-1.915, -2.807, 3.493], [-2.748, -0.518, 3.014], [-3.798, -1.141, 1.704], [-4.091, -1.617, 3.386], [1.519, -2.806, 3.183], [0.775, -4.073, 2.103], [3.207, -4.457, 2.455], [2.925, -4.059, 0.746], [3.571, -2.814, 1.877]],
  "atomic_forces_ev_per_a": [[1.7, 0.2, -2.2], [-0.9, -1.4, -0.4], [0.7, -0.1, -0.1], [-0.1, 0.2, -0.2], [-0.5, 0.2, -0.6], [0.5, -0.3, 3.0], [-0.6, -2.6, -0.8], [0.1, 0.3, 0.8], [-0.3, 0.7, 0.0], [0.2, 0.3, 0.3], [0.1, 0.3, 0.2], [-0.2, -0.3, -0.2], [0.0, -0.3, -0.1], [0.0, 0.0, -0.2], [0.2, 0.1, -0.2], [0.5, 0.5, 0.0], [0.1, 0.4, 0.1], [-0.2, 0.1, -0.1], [0.0, 0.0, -0.3], [-0.4, 2.5, 0.5], [0.1, -0.8, 0.6], [0.3, -0.5, -0.3], [-0.2, 0.3, 0.0], [0.1, -0.4, -0.1], [0.1, 0.1, -0.2], [-0.1, -0.4, -0.3], [0.0, 0.3, 0.2], [0.1, -0.2, -0.1], [0.0, -0.4, -0.2], [-0.2, 0.1, -0.1], [-0.2, 0.2, -0.1], [0.2, 0.0, -0.2], [0.0, -0.2, 0.4], [-0.1, 0.4, 0.3], [-0.2, 0.1, 0.3], [0.2, -0.3, -1.5], [0.3, -1.8, 2.9], [0.7, 1.6, -0.1], [0.1, -0.3, 0.1], [0.0, 0.2, -0.1], [-1.9, 2.0, -0.9], [0.0, -0.7, 0.1], [0.2, 0.0, -0.3], [0.1, -0.1, 0.0], [-0.1, 0.0, 0.1], [0.3, -0.1, -0.1], [-0.3, -0.6, 0.1], [-0.2, 0.1, -0.2], [0.2, 0.0, -0.2], [-0.1, 0.1, -0.3], [-0.2, 0.0, 0.1], [0.0, -0.1, 0.2], [0.0, 0.2, 0.0], [-0.3, 0.0, -0.3], [0.2, 0.5, 0.1], [0.0, 0.1, 0.0], [-0.1, 0.2, 0.4], [0.0, -0.3, -0.1]],
  "mulliken_charge": [-1.899, 0.161, 0.578, 0.680, 0.266, 0.875, 0.940, -1.124, -1.264, 0.425, 0.430, 0.436, 0.393, 0.300, 0.379, -1.223, 0.515, 0.377, 0.177, 0.721, -1.203, -1.237, 0.409, 0.413, 0.394, -1.209, 0.426, 0.434, 0.452, 0.349, 0.389, 0.365, -0.290, -1.192, -0.163, -0.181, 0.487, -0.267, -0.121, -1.102, -0.003, -0.066, -1.267, 0.208, 0.448, 0.350, 0.390, 0.304, 0.389, 0.278, 0.303, 0.293, 0.427, 0.294, 0.290, 0.443, 0.317, 0.304],
  "spin_multiplicity": 1,
  "orbital_gap_ev": 6.42,
  "charge": 3,
  "e_tot_ha": -2571.62595,
  "fmax_ev_per_a": 3.388
}

---

Q: Number 5 is which compound?
A: CFNOS